Below is 2 unconnected molecules or ions with the total composition H4O2 at a distorted geometry, with properties calculated with the ωB97M-V functional and the def2-TZVPD basis.

## Properties
- DFT total energy (eV) = -4158.66170
- HOMO level (hartree) = -0.395
- relative energy (zero: lowest compared OMol25 entry of this formula, charge and spin) (eV) = 1.277

Bonds (Å) are listed after each position.
Geometry (Å):
1 O 1.604 -0.103 0.064  H2 1.130, H3 1.092
2 H 2.039 0.886 -0.267  O1 1.130
3 H 0.589 -0.330 -0.269  O1 1.092
4 O -1.524 0.071 -0.110  H5 1.063, H6 0.996
5 H -1.690 -0.933 0.200  O4 1.063
6 H -1.585 0.635 0.708  O4 0.996



Below is 2 unconnected molecules or ions with the total composition H4O2 at a distorted geometry, with properties calculated with the ωB97M-V functional and the def2-TZVPD basis.

## Properties
- DFT total energy (eV) = -4159.68517
- HOMO level (hartree) = -0.418
- relative energy (zero: lowest compared OMol25 entry of this formula, charge and spin) (eV) = 0.254

Bonds (Å) are listed after each position.
Geometry (Å):
1 O -0.109 0.373 -1.616  H2 0.993, H3 1.000
2 H 0.284 0.896 -2.363  O1 0.993
3 H 0.074 0.856 -0.759  O1 1.000
4 O 0.219 -0.479 1.442  H5 0.983, H6 1.009
5 H -0.603 -0.714 0.956  O4 0.983
6 H 0.134 -0.933 2.339  O4 1.009



Below is 2 unconnected molecules or ions with the total composition H4O2 at a distorted geometry, with properties calculated with the ωB97M-V functional and the def2-TZVPD basis.

## Properties
- DFT total energy (eV) = -4159.53580
- HOMO level (hartree) = -0.409
- relative energy (zero: lowest compared OMol25 entry of this formula, charge and spin) (eV) = 0.403

Bonds (Å) are listed after each position.
Geometry (Å):
1 O 0.758 -0.438 -1.208  H2 1.011, H3 0.977
2 H -0.030 -1.069 -1.269  O1 1.011
3 H 0.892 -0.268 -0.255  O1 0.977
4 O -0.653 0.596 1.094  H5 0.962, H6 0.962
5 H -1.545 0.241 1.032  O4 0.962
6 H -0.159 -0.169 1.405  O4 0.962



Below is H4O4P2S3 in the gas phase at a distorted geometry, with properties calculated with the ωB97M-V functional and the def2-TZVPD basis.

## Properties
- DFT total energy (eV) = -59342.17175
- HOMO level (hartree) = -0.337
- relative energy (zero: lowest compared OMol25 entry of this formula, charge and spin) (eV) = 0.863

Bonds (Å) are listed after each position.
Geometry (Å):
1 O -0.826 1.366 0.770  P5 1.574, H10 1.094
2 O -2.208 0.690 -1.229  P5 1.553, H11 0.882
3 O 2.384 -1.032 -1.216  P6 1.579, H12 0.963
4 O -0.039 -0.470 -0.911  P5 1.492, P6 2.074
5 P -1.178 0.169 -0.190  O1 1.574, O2 1.553, O4 1.492, S7 2.111
6 P 1.820 -0.113 -0.063  O3 1.579, O4 2.074, S8 1.941, S9 2.005
7 S -2.253 -1.171 1.037  P5 2.111, H13 1.332
8 S 1.961 1.768 -0.524  P6 1.941
9 S 1.477 -0.864 1.764  P6 2.005
10 H 0.266 1.418 0.730  O1 1.094
11 H -2.809 1.316 -1.074  O2 0.882
12 H 2.702 -1.927 -1.058  O3 0.963
13 H -1.298 -1.150 1.965  S7 1.332



Below is 2 unconnected molecules or ions with the total composition H4OS at a distorted geometry, with properties calculated with the ωB97M-V functional and the def2-TZVPD basis.

## Properties
- DFT total energy (eV) = -12947.30614
- HOMO level (hartree) = -0.362
- relative energy (zero: lowest compared OMol25 entry of this formula, charge and spin) (eV) = 0.172

Bonds (Å) are listed after each position.
Geometry (Å):
1 O -2.427 -2.408 5.074  H2 0.944, H3 0.957
2 H -3.149 -2.761 4.578  O1 0.944
3 H -1.828 -1.925 4.506  O1 0.957
4 S 1.899 2.228 -4.684  H5 1.338, H6 1.288
5 H 3.000 1.725 -4.113  S4 1.338
6 H 2.504 3.141 -5.361  S4 1.288



Below is 2 unconnected molecules or ions with the total composition H4OS2 at a distorted geometry, with properties calculated with the ωB97M-V functional and the def2-TZVPD basis.

## Properties
- DFT total energy (eV) = -23782.60141
- HOMO level (hartree) = -0.340
- relative energy (zero: lowest compared OMol25 entry of this formula, charge and spin) (eV) = 0.176

Bonds (Å) are listed after each position.
Geometry (Å):
1 S -0.031 -0.246 2.599  S2 2.114, H3 1.350
2 S -1.761 0.303 1.515  S1 2.114, H4 1.350
3 H 0.855 -0.069 1.596  S1 1.350
4 H -1.801 -0.756 0.680  S2 1.350
5 O 1.034 -0.068 -1.927  H6 0.984, H7 0.984
6 H 1.314 0.866 -1.794  O5 0.984
7 H 0.389 -0.030 -2.669  O5 0.984